Entry from OMol25: C61H78Ge2N9NaO3PS4 as an isolated structure in a non-equilibrium geometry (ωB97M-V/def2-TZVPD).

Structure (XYZ):
```
159
Properties=species:S:1:pos:R:3:forces:R:3:mulliken_charge:R:1
Na 1.1281 1.8048 -1.7917 -0.457 0.573 0.587 1.18
C 4.9761 3.1808 -3.8994 0.021 0.031 0.253 -1.31
C 3.5953 3.4381 -3.3641 -0.008 0.260 -0.239 0.54
N 3.1235 2.8123 -2.3614 -0.138 0.555 0.112 -0.08
O 4.0253 1.9406 -1.7626 0.246 -0.396 -0.014 -0.27
C 2.7776 4.5142 -4.0013 0.292 0.080 0.301 -0.36
C 3.2237 5.9364 -3.8143 0.097 -0.091 -0.027 -1.50
N 1.7157 4.2385 -4.6685 -0.607 -0.681 -0.225 0.59
O 1.0321 5.2301 -5.1920 -0.016 -0.336 -0.030 -0.84
H 4.9600 2.2193 -4.4214 0.052 0.018 0.009 0.26
H 5.7038 3.1074 -3.0892 0.023 -0.030 -0.068 0.31
H 5.2663 3.9598 -4.6009 -0.006 0.006 -0.005 0.42
H 3.5397 1.6189 -0.9740 0.073 0.077 -0.109 -0.04
H 4.0700 5.9973 -3.1281 0.030 0.041 -0.012 0.37
H 2.3883 6.5166 -3.4152 0.020 0.018 -0.010 0.31
H 3.4898 6.3944 -4.7716 -0.009 0.044 0.017 0.29
C -5.1308 4.5955 1.1828 -0.012 -0.098 0.002 -1.70
C -5.0386 3.1014 1.0016 -0.025 0.069 0.017 0.72
C -5.1955 2.5208 -0.2525 0.004 -0.041 0.007 -1.00
C -5.0819 1.1497 -0.4413 0.054 0.027 0.042 0.88
C -5.2626 0.5628 -1.8156 0.046 0.004 0.024 -1.47
C -4.7783 0.3380 0.6633 0.029 0.028 -0.068 0.43
C -4.7176 0.8921 1.9422 -0.026 -0.005 0.006 0.79
C -4.5605 0.0272 3.1633 -0.069 0.067 0.038 -1.00
C -4.8291 2.2713 2.0905 -0.001 -0.012 -0.001 -0.94
C -4.5647 -1.1300 0.4855 0.086 -0.083 -0.095 -0.37
C -5.6981 -1.9297 0.3769 0.027 0.019 0.028 0.43
C -5.5877 -3.2958 0.1845 -0.014 -0.029 -0.011 -1.24
C -4.3302 -3.8621 0.1069 -0.015 0.005 -0.002 0.07
C -3.1754 -3.0838 0.2277 -0.027 0.044 0.146 -1.56
C -3.2733 -1.7009 0.4320 0.114 0.256 -0.121 0.20
Ge -1.6656 -0.4749 0.3594 0.104 -0.381 0.635 -0.66
S -1.7373 0.5286 -1.5152 -0.688 -2.071 -0.382 0.20
S -1.3318 0.9224 2.1181 -0.078 -0.194 0.057 0.55
Ge 0.8705 0.3409 1.9334 -0.175 -0.064 0.097 0.78
S 1.9265 1.8071 0.8198 0.183 0.116 0.016 -0.77
S 0.2789 -1.6030 0.8678 0.012 0.178 -0.075 0.57
C 1.8717 0.0985 3.6790 -0.147 0.117 -0.103 0.00
C 1.4059 0.5693 4.9206 0.161 -0.099 -0.096 -1.34
C 2.2543 0.5876 6.0319 0.019 -0.021 -0.017 0.48
C 3.5603 0.1505 5.9495 0.039 -0.007 0.067 -1.27
C 4.0319 -0.3120 4.7360 -0.019 0.005 -0.094 0.50
C 3.2124 -0.3342 3.6097 -0.081 -0.093 0.024 -1.23
C 3.8435 -0.9090 2.3800 0.203 0.316 -0.217 0.86
C 4.7621 -0.1731 1.6223 -0.309 0.082 0.331 0.56
C 5.1349 1.2511 1.9443 0.005 -0.104 -0.054 -1.59
C 5.3600 -0.7756 0.5163 -0.023 -0.294 -0.130 -0.90
C 5.1250 -2.0995 0.1901 1.474 0.396 0.339 1.22
C 5.7491 -2.7358 -1.0251 0.596 0.860 0.283 -1.91
C 4.2859 -2.8409 1.0129 1.838 0.626 3.300 -0.64
C 3.6229 -2.2667 2.0872 0.157 -0.412 -0.030 0.56
C 2.6930 -3.1091 2.9276 0.020 0.060 -0.041 -1.68
C 0.0429 1.0976 5.2289 -0.123 0.050 -0.118 0.74
C -0.9305 0.2445 5.7502 0.049 -0.015 -0.036 0.80
C -0.7316 -1.2478 5.7350 -0.045 0.027 -0.057 -1.72
C -2.1035 0.7906 6.2585 -0.119 0.008 -0.050 -1.16
C -2.3414 2.1571 6.2304 -0.083 -0.016 -0.032 0.91
C -3.6042 2.7387 6.8128 0.040 0.002 -0.050 -1.63
C -1.3819 2.9843 5.6597 0.008 0.035 -0.013 -1.14
C -0.1851 2.4782 5.1707 0.062 0.012 -0.040 1.55
C 0.8640 3.3967 4.5970 -0.089 -0.110 -0.040 -1.61
C -1.9043 -3.8688 0.1360 0.016 -0.096 -0.067 0.60
C -1.3174 -4.1121 -1.1081 -0.059 -0.009 0.038 1.40
C -1.7875 -3.3840 -2.3401 0.078 0.062 0.048 -1.49
C -0.2852 -5.0435 -1.1934 0.100 0.050 -0.016 -0.96
C 0.1816 -5.7169 -0.0748 0.166 -0.042 0.000 0.72
C 1.2678 -6.7602 -0.1904 -0.038 0.110 0.000 -1.66
C -0.3769 -5.4191 1.1636 -0.032 0.066 -0.006 -0.80
C -1.4162 -4.5070 1.2834 -0.007 -0.027 -0.009 1.24
C -2.0204 -4.2094 2.6303 0.017 0.032 -0.085 -1.79
H -5.0240 5.1121 0.2286 0.013 0.013 0.027 0.35
H -4.3504 4.9504 1.8580 -0.011 0.015 -0.033 0.36
H -6.0958 4.8765 1.6127 0.016 0.019 -0.006 0.37
H -5.3969 3.1565 -1.1103 0.013 -0.019 0.019 0.27
H -5.6532 1.3159 -2.5034 0.002 -0.016 0.024 0.51
H -5.9465 -0.2867 -1.8014 -0.027 0.021 -0.024 0.31
H -4.2985 0.2093 -2.1902 -0.023 -0.028 0.013 0.08
H -4.6002 -1.0324 2.9168 0.011 0.021 0.057 0.20
H -5.3552 0.2468 3.8826 0.027 -0.015 -0.027 0.58
H -3.6083 0.2336 3.6424 0.182 -0.015 0.139 -0.28
H -4.7306 2.7005 3.0835 -0.003 -0.001 -0.001 0.53
H -6.6748 -1.4628 0.4467 0.019 0.007 -0.016 0.54
H -6.4739 -3.9129 0.0915 0.014 0.011 0.010 0.38
H -4.2206 -4.9288 -0.0583 0.011 0.015 0.026 0.48
H 1.8638 0.9651 6.9710 -0.009 -0.020 -0.016 0.50
H 4.2050 0.1679 6.8208 -0.014 0.018 -0.020 0.36
H 5.0548 -0.6577 4.6372 -0.005 -0.017 0.011 0.51
H 4.7778 1.5555 2.9251 -0.010 0.028 -0.015 0.18
H 4.6867 1.9226 1.2127 0.002 0.039 0.017 0.13
H 6.2210 1.3710 1.9063 -0.021 -0.010 0.029 0.55
H 6.0297 -0.1797 -0.0983 -0.038 -0.069 -0.008 0.31
H 6.4902 -2.0771 -1.4781 0.142 -0.039 0.122 0.39
H 4.9822 -2.9414 -1.7779 2.446 1.001 0.772 0.81
H 6.2307 -3.6822 -0.7683 0.084 -0.118 -0.023 0.30
H 4.1424 -3.8986 0.8124 1.300 0.189 2.029 0.49
H 2.8972 -4.1722 2.7803 0.000 0.003 -0.006 0.54
H 1.6511 -2.9217 2.6512 0.025 -0.059 0.066 0.04
H 2.7938 -2.8769 3.9885 0.025 -0.036 -0.004 0.37
H 0.2985 -1.5158 5.9705 -0.016 -0.036 0.016 0.31
H -0.9482 -1.6363 4.7332 0.037 0.004 0.028 0.17
H -1.3988 -1.7416 6.4433 0.003 0.012 -0.022 0.50
H -2.8534 0.1292 6.6827 0.008 0.000 -0.016 0.24
H -4.2905 1.9528 7.1295 0.008 0.015 0.003 0.36
H -4.1216 3.3680 6.0853 0.006 -0.012 0.003 0.33
H -3.3759 3.3631 7.6799 -0.039 -0.010 0.003 0.39
H -1.5669 4.0542 5.6062 0.037 -0.038 0.005 0.33
H 0.5119 4.4285 4.5848 0.005 -0.020 -0.007 0.40
H 1.1213 3.1049 3.5740 0.016 0.057 0.022 0.20
H 1.7838 3.3472 5.1845 0.007 0.023 -0.021 0.31
H -2.8769 -3.3621 -2.3969 0.001 -0.006 -0.032 0.36
H -1.3909 -3.8483 -3.2442 -0.014 -0.008 0.019 0.53
H -1.4508 -2.3414 -2.3167 -0.039 -0.027 0.005 -0.10
H 0.1590 -5.2462 -2.1646 -0.010 0.001 0.038 0.22
H 1.5716 -6.8931 -1.2306 0.037 0.019 0.066 0.37
H 0.9188 -7.7232 0.1868 0.007 -0.027 -0.013 0.42
H 2.1492 -6.4918 0.4030 -0.044 0.010 -0.065 0.26
H -0.0020 -5.9189 2.0529 -0.020 0.028 -0.011 0.36
H -1.4075 -4.6251 3.4304 -0.014 0.002 -0.001 0.43
H -3.0281 -4.6257 2.7063 0.002 0.015 0.030 0.38
H -2.1042 -3.1299 2.7765 0.026 -0.015 0.032 0.10
C -1.3916 2.4203 -6.4779 0.226 -0.030 -0.116 -0.98
N -1.6639 1.8179 -5.1052 0.007 -0.064 0.136 0.24
C -1.9984 0.3367 -5.2229 0.070 -0.159 -0.043 -0.42
N -0.9722 -0.3485 -5.9312 0.198 0.078 0.048 0.21
C -0.8413 0.2277 -7.2587 -0.011 0.100 0.020 -0.93
N -0.4644 1.6338 -7.2276 0.101 -0.040 -0.025 0.12
C 0.9088 1.8164 -6.7228 -0.071 0.431 0.298 -1.04
P 1.1311 1.4021 -4.9089 -0.766 -0.933 -0.709 0.71
C -0.4918 2.0016 -4.1887 0.744 0.297 -0.445 1.18
C 0.3207 -0.3310 -5.1934 0.138 0.134 0.124 -0.62
H -0.9505 3.4022 -6.2924 -0.176 0.141 -0.020 0.60
H -2.3509 2.4873 -6.9955 -0.021 -0.014 0.079 0.28
H -2.4596 2.3041 -4.6935 -0.013 -0.016 0.095 0.47
H -2.9464 0.2587 -5.7592 -0.011 0.068 -0.009 0.41
H -2.0973 -0.0538 -4.2100 -0.055 0.113 0.094 -0.11
H -1.7973 0.1289 -7.7825 -0.007 -0.011 0.019 0.29
H -0.0798 -0.3242 -7.8087 -0.001 0.017 -0.034 0.41
H 1.2109 2.8466 -6.9044 0.046 0.080 0.074 0.45
H 1.5707 1.1542 -7.2852 0.023 0.031 0.005 0.48
H -0.4285 3.0473 -3.9074 -0.015 0.148 -0.053 0.71
H -0.6785 1.3856 -3.3078 -0.083 0.100 -0.101 -2.08
H 0.1444 -0.7827 -4.2146 0.032 0.023 -0.033 -0.33
H 1.0171 -0.9809 -5.7324 -0.017 0.049 0.021 0.51
N 4.0103 -4.2861 -2.5874 -0.893 -0.928 -0.451 -0.44
C 3.3760 -3.1921 -2.0577 -2.203 -0.393 0.184 0.15
N 3.2430 -3.1408 -0.7319 -4.258 -1.189 -3.790 0.91
N 2.9505 -2.2911 -2.8863 0.281 0.272 -1.022 -0.95
C 2.3212 -1.1922 -2.5411 0.020 0.039 0.211 0.34
N 1.7830 -0.1806 -2.3791 0.234 -0.919 -0.083 0.05
H 4.6480 -4.7886 -1.9942 -0.074 -0.033 -0.154 0.31
H 4.2895 -4.1733 -3.5457 0.043 -0.010 -0.075 0.21
H 3.3896 -3.9773 -0.1954 -1.088 0.122 -1.418 -0.13
H 2.5876 -2.4685 -0.3318 -0.115 -0.240 -0.250 -0.64
C -0.8602 3.9574 -0.3561 0.190 -0.007 -0.219 -0.55
O -0.7758 2.9794 -1.3926 0.391 2.079 0.333 -0.38
H -0.6735 3.5135 0.6246 0.002 -0.023 -0.041 0.08
H -1.8401 4.4463 -0.3529 -0.034 0.000 -0.016 0.17
H -0.0933 4.7070 -0.5508 -0.018 0.049 0.043 0.25
H -1.3580 2.2285 -1.1569 -0.010 0.135 0.150 -0.42
```
Positions in Å, forces in eV/Å.

Properties
Multiplicity: 1
Molecular weight (g mol⁻¹): 1312.8
Orbital gap (eV): 5.871
Net charge: -1
Relative energy (zero: lowest compared OMol25 entry of this formula, charge and spin) (kcal per mole): 96.9
Total energy (a.u.): -9340.12550
HOMO (eV): -4.070